[1]
{"formula": "C4H5ClN2O", "method": "ωB97M-V/def2-TZVPD", "elements": ["C", "N", "N", "C", "O", "C", "C", "Cl", "H", "H", "H", "H", "H"], "positions_angstrom": [[-2.1170, -1.7245, 0.2914], [-2.2411, -0.8899, -0.7831], [-2.0792, 0.3751, -0.3032], [-0.9652, 0.8174, 0.0159], [0.2759, 0.1205, 0.2425], [1.4457, 1.0035, -0.0215], [2.6875, 0.4607, -0.1718], [2.9945, -1.2611, -0.1881], [-2.1747, -2.7742, -0.0457], [-1.7564, -1.4423, 1.4603], [-1.0371, 1.9898, 0.0389], [1.3749, 2.1416, -0.1827], [3.5923, 1.1833, -0.3530]], "forces_ev_per_angstrom": [[0.691, 1.140, -2.169], [0.731, -3.329, 6.156], [-0.553, 0.551, -1.622], [1.637, 2.933, 0.430], [0.378, 3.362, -1.416], [0.396, -1.109, -0.222], [-0.435, 1.609, -0.189], [-0.072, 0.948, 0.134], [-0.131, 0.430, 0.805], [-1.310, -0.494, -3.572], [1.178, -2.229, 0.694], [-0.596, -2.059, 0.590], [-1.912, -1.752, 0.380]], "lowdin_charge": [-0.0298, -0.0187, -0.0534, -0.2395, -0.1027, -0.1759, -0.5637, 0.5909, 0.0479, 0.1466, 0.1552, 0.1364, 0.1066], "spin_multiplicity": 1, "smiles": "C=N/N=C\\O/C=C\\Cl", "lumo_ev": 0.77, "charge": 0, "e_tot_ev": -21774.3442, "de_lowest_kcal_mol": 117.4}



[2]
{"formula": "C4H5ClN2OS2", "method": "ωB97M-V/def2-TZVPD", "elements": ["N", "C", "C", "S", "S", "H", "N", "C", "O", "C", "Cl", "H", "H", "H", "H"], "positions_angstrom": [[3.7378, 0.4998, 0.2138], [2.6449, 0.9544, 0.2436], [1.4405, 1.7565, 0.5771], [0.2720, 1.0820, 1.6489], [1.3645, 3.3716, -0.0337], [-0.1018, 3.5330, 0.1114], [-2.7896, -1.8371, 0.3336], [-2.2895, -1.2552, -0.7923], [-2.5846, -0.1332, -1.2983], [-1.0879, -1.9676, -1.4243], [-0.5249, -3.1793, -0.5035], [-2.0692, -2.4587, 0.8361], [-3.4905, -1.3377, 0.7147], [-0.3702, -1.1994, -1.6565], [-1.4373, -2.2481, -2.3591]], "forces_ev_per_angstrom": [[-3.601, 1.178, -0.209], [2.577, 0.073, 0.694], [-1.629, -1.975, 1.861], [2.136, 0.989, -2.142], [-2.160, 0.072, -0.240], [2.626, -0.388, 0.004], [4.024, -2.129, -2.017], [0.810, 3.089, -0.761], [-0.206, -3.198, 1.486], [-1.928, 3.795, -0.596], [2.324, -3.719, 2.009], [-2.210, 1.355, -0.770], [-2.610, 1.693, 2.225], [0.473, 0.277, 0.319], [-0.627, -1.112, -1.862]], "lowdin_charge": [0.1649, -0.3178, -1.1793, 0.6068, 0.7478, -0.0108, 0.1316, -0.5468, -0.0093, -0.6393, 0.7533, 0.0827, 0.0581, 0.0886, 0.0694], "spin_multiplicity": 1, "smiles": "N#CC(=S)S.NC(=O)CCl", "lumo_ev": -1.91, "charge": 0, "e_tot_ev": -43447.4072, "de_lowest_kcal_mol": 0.0}



[3]
{"formula": "C4H5ClN4O", "method": "ωB97M-V/def2-TZVPD", "elements": ["O", "C", "C", "Cl", "N", "N", "C", "N", "N", "C", "H", "H", "H", "H", "H"], "positions_angstrom": [[1.9692, -0.2970, 0.0794], [0.9554, -0.1164, 0.8208], [1.2230, -0.2351, 2.2646], [-0.3847, 0.0622, 3.0885], [-0.2660, 0.0052, 0.3903], [-0.5250, 0.1885, -0.9748], [-0.8226, 1.2632, -1.7016], [-1.1566, 0.9469, -2.8870], [-1.3589, -0.4266, -2.8765], [-0.9322, -0.9019, -1.6829], [1.4823, -1.3870, 2.4319], [2.0068, 0.4631, 2.5115], [-1.1138, 0.3593, 0.9936], [-0.3174, 2.0325, -1.1229], [-0.7596, -1.9569, -1.3350]], "forces_ev_per_angstrom": [[-2.811, 0.763, 1.498], [5.778, -1.276, -2.076], [-1.354, -2.687, 0.565], [0.918, 0.076, 1.120], [-5.218, 2.789, -0.637], [-0.639, -4.640, 1.579], [2.942, 1.621, 2.467], [-1.579, -0.661, -0.770], [1.124, -1.325, 1.295], [-0.207, 0.638, -2.402], [-0.296, 2.777, -0.068], [0.014, 0.002, 0.588], [2.711, -1.207, -1.213], [-0.820, 1.709, -1.343], [-0.562, 1.420, -0.602]], "lowdin_charge": [0.0291, -0.5944, -0.4040, 0.5796, 0.0590, -0.1003, -0.1987, 0.0300, 0.0179, -0.1028, 0.1522, 0.0923, 0.1525, 0.1407, 0.1469], "spin_multiplicity": 1, "smiles": "O=C(CCl)Nn1cnnc1", "lumo_ev": 0.27, "charge": 0, "e_tot_ev": -24756.3873, "de_lowest_kcal_mol": 19.5}



[4]
{"formula": "C4H5ClO", "method": "ωB97M-V/def2-TZVPD", "elements": ["C", "C", "C", "C", "H", "H", "H", "H", "H", "O", "Cl"], "positions_angstrom": [[-1.8843, -0.3362, -0.3373], [-0.2957, -0.3020, -0.3889], [0.9034, -0.5808, -0.3203], [2.1499, -0.0200, 0.5421], [-1.6205, 1.5164, -0.7764], [-2.1987, -0.9129, -1.4656], [-2.2668, -0.9359, 0.6504], [1.3469, 0.9288, 1.3655], [2.7185, -0.9528, 1.2174], [-2.1717, 1.1407, -0.0222], [3.3189, 0.4546, -0.4647]], "forces_ev_per_angstrom": [[1.843, -0.318, 0.276], [-1.581, -2.182, 0.081], [-0.007, 2.120, 2.406], [-5.293, -3.196, 4.315], [-1.176, 0.057, 1.521], [0.235, 2.223, 3.514], [0.967, 1.367, -2.845], [3.333, -2.730, -2.356], [-2.475, 2.807, -1.445], [0.920, -2.434, -2.991], [3.235, 2.287, -2.476]], "lowdin_charge": [-0.1984, -0.0823, -0.1302, -0.8250, 0.0904, 0.1753, 0.1481, 0.2126, 0.1215, -0.1512, 0.6393], "spin_multiplicity": 1, "lumo_ev": 0.16, "charge": 0, "e_tot_ev": -18791.9391, "de_lowest_kcal_mol": 144.4}



[5]
{"formula": "C4H5ClO", "method": "ωB97M-V/def2-TZVPD", "elements": ["C", "C", "O", "C", "C", "Cl", "H", "H", "H", "H", "H"], "positions_angstrom": [[0.4624, 0.2906, -2.1672], [-0.1206, 0.7565, -1.0481], [-0.6254, -0.0853, -0.0900], [0.1318, -0.2703, 0.9800], [-0.4291, -0.7257, 2.1273], [-2.0871, -1.0888, 2.1813], [0.8710, 1.0333, -2.8060], [0.6098, -0.8306, -2.2953], [-0.2127, 1.8289, -0.8481], [1.1867, -0.0441, 0.9817], [0.2130, -0.8645, 2.9845]], "forces_ev_per_angstrom": [[-0.582, -1.244, 2.041], [0.943, -0.239, -1.553], [-0.505, 0.168, -1.200], [-0.598, -0.667, 2.992], [1.523, 0.667, -1.557], [-0.477, -0.184, 0.370], [0.252, 0.142, -0.829], [-0.241, 1.771, -0.087], [-0.106, -0.345, 0.077], [0.153, 0.118, -0.403], [-0.363, -0.186, 0.149]], "lowdin_charge": [0.0529, -0.2141, -0.0966, -0.2635, -0.5728, 0.6461, 0.0418, 0.0995, 0.1223, 0.1231, 0.0615], "spin_multiplicity": 1, "smiles": "C=CO/C=C\\Cl", "lumo_ev": 1.01, "charge": 0, "e_tot_ev": -18796.8854, "de_lowest_kcal_mol": 30.3}



[6]
{"formula": "C4H5ClOS", "method": "ωB97M-V/def2-TZVPD", "elements": ["C", "C", "Cl", "C", "O", "S", "C", "H", "H", "H", "H", "H"], "positions_angstrom": [[2.0264, 1.7200, 0.1469], [1.5957, 0.4865, -0.0552], [2.5932, -0.9110, -0.0517], [-0.0044, 0.2072, 0.0145], [-0.8320, 1.0427, -0.1056], [-0.2636, -1.4773, 0.0593], [-2.0403, -1.4073, -0.0409], [3.0888, 2.0728, 0.1426], [1.3001, 2.4521, 0.1807], [-2.4483, -2.1399, -0.6336], [-2.4269, -0.4339, -0.6125], [-2.5886, -1.6118, 0.9556]], "forces_ev_per_angstrom": [[2.246, -0.788, -0.755], [-1.902, 0.325, 1.136], [0.402, 0.001, -0.206], [3.495, -0.062, -0.914], [-0.537, 1.492, 0.220], [-1.026, -1.324, 0.123], [-2.026, 2.624, 1.189], [-1.069, -0.756, 0.137], [-1.484, 1.524, 0.177], [-0.269, -2.217, -1.629], [1.062, -1.812, 1.834], [1.108, 0.993, -1.313]], "lowdin_charge": [0.0084, -0.7137, 0.6472, -0.7830, 0.0291, 0.9161, -0.4016, 0.0942, 0.0418, -0.0182, 0.1031, 0.0768], "spin_multiplicity": 1, "smiles": "C=C(Cl)C(=O)SC", "lumo_ev": 0.36, "charge": 0, "e_tot_ev": -29632.8133, "de_lowest_kcal_mol": 20.6}



[7]
{"formula": "C4H5ClS", "method": "ωB97M-V/def2-TZVPD", "elements": ["C", "C", "C", "Cl", "C", "S", "H", "H", "H", "H", "H"], "positions_angstrom": [[-1.1820, 1.1976, -0.7789], [-0.4845, 0.2342, 0.1729], [0.6053, -0.4523, 0.0568], [1.4121, -0.5381, -1.5062], [1.3033, -1.3287, 1.0108], [1.9693, -0.9487, 2.4385], [-2.1429, 0.6422, -0.9599], [-1.4026, 2.1710, -0.3464], [-0.6109, 1.2728, -1.7656], [-1.0791, 0.1095, 1.0673], [1.6120, -2.3597, 0.6106]], "forces_ev_per_angstrom": [[0.462, -2.087, -1.472], [-2.143, 2.108, 0.571], [1.556, -1.196, -0.751], [0.213, 0.144, -0.004], [1.276, -1.586, -0.029], [-0.715, 0.203, -0.413], [0.539, 0.942, -0.221], [0.162, -0.104, 0.099], [-0.907, 0.128, 1.393], [0.384, -0.040, 0.539], [-0.826, 1.488, 0.288]], "lowdin_charge": [-0.0881, -0.2059, -0.7522, 0.6604, -0.7243, 0.6942, 0.0911, 0.0706, 0.0713, 0.1152, 0.0676], "spin_multiplicity": 1, "smiles": "C/C=C(\\Cl)C=S", "lumo_ev": -0.76, "charge": 0, "e_tot_ev": -27585.1412, "de_lowest_kcal_mol": 27.9}



[8]
{"formula": "C4H5ClS", "method": "ωB97M-V/def2-TZVPD", "elements": ["C", "C", "C", "S", "C", "Cl", "H", "H", "H", "H", "H"], "positions_angstrom": [[-1.2357, -0.4748, -0.8832], [-0.7001, 0.7722, -0.6071], [0.3119, 0.8689, 0.3462], [1.0718, 2.1523, 0.8632], [0.9807, -0.5508, 0.7302], [2.1382, -0.7082, -0.6677], [-2.3999, -0.4178, -1.2038], [-0.7620, -1.3011, -0.6160], [-1.4343, 1.6427, -0.7091], [0.3817, -1.5054, 0.9948], [1.6477, -0.4780, 1.7526]], "forces_ev_per_angstrom": [[-4.528, 6.571, -1.227], [-4.961, -1.390, -0.546], [2.646, -3.022, 0.981], [0.240, 1.689, 0.768], [1.377, 0.349, 2.868], [-0.333, -0.818, 0.612], [3.201, -0.751, 0.263], [1.623, -3.709, 0.676], [1.623, -0.973, -0.298], [0.629, 1.670, -1.297], [-1.518, 0.383, -2.799]], "lowdin_charge": [0.0620, -0.2441, -0.9665, 0.7692, -0.5890, 0.5321, 0.1299, -0.0205, 0.1264, 0.0905, 0.1099], "spin_multiplicity": 1, "smiles": "C=CC(=S)CCl", "lumo_ev": -1.01, "charge": 0, "e_tot_ev": -27583.6659, "de_lowest_kcal_mol": 62.0}



[9]
{"formula": "C4H5ClS2", "method": "ωB97M-V/def2-TZVPD", "elements": ["C", "C", "C", "Cl", "C", "S", "S", "H", "H", "H", "H", "H"], "positions_angstrom": [[-0.0881, 1.6548, -0.2860], [-0.9641, 0.4890, 0.0071], [-0.5585, -0.7326, 0.4360], [-1.6077, -2.0646, 0.8379], [0.8588, -1.0166, 0.5324], [1.7664, -0.4659, 1.7734], [1.7243, -1.9389, -0.6604], [-0.3353, 2.4649, 0.4328], [0.9410, 1.3904, -0.2801], [-0.3314, 1.9443, -1.2988], [-2.0472, 0.6330, -0.1427], [0.6418, -2.3579, -1.3516]], "forces_ev_per_angstrom": [[-1.066, 0.011, 0.135], [-0.834, -1.841, 0.746], [-0.910, 1.694, -1.055], [0.055, 0.308, -0.246], [1.805, -0.359, 1.101], [-0.237, 0.096, -0.072], [-0.719, -0.181, -0.261], [0.381, -0.333, -0.570], [0.883, 0.026, 0.299], [-0.073, 0.596, -0.254], [0.542, -0.075, 0.233], [0.172, 0.058, -0.056]], "lowdin_charge": [-0.0893, -0.1688, -0.8194, 0.6699, -1.2747, 0.6794, 0.7716, 0.1024, 0.0414, 0.0778, 0.1156, -0.1058], "spin_multiplicity": 1, "smiles": "C/C=C(/Cl)C(=S)S", "lumo_ev": -0.61, "charge": 0, "e_tot_ev": -38420.7993, "de_lowest_kcal_mol": 15.9}



[10]
{"formula": "C4H5CoO", "method": "ωB97M-V/def2-TZVPD", "elements": ["H", "C", "C", "C", "C", "O", "Co", "H", "H", "H", "H"], "positions_angstrom": [[0.0937, 2.2609, 0.9209], [0.1091, -1.4045, -1.5702], [0.4978, -0.6510, -0.4956], [0.1280, 0.7021, -0.3519], [-0.3641, 1.2255, 0.8762], [-0.4155, 0.5504, 1.9295], [-0.9255, 0.5510, 3.5667], [-0.5246, -0.9817, -2.3521], [1.0719, -1.1180, 0.3078], [0.3007, -2.4770, -1.6007], [0.0284, 1.3422, -1.2307]], "forces_ev_per_angstrom": [[-1.634, 0.017, 0.302], [-1.551, -1.810, -1.954], [1.401, -0.890, 1.818], [-1.978, 1.314, -0.420], [3.685, 1.697, -1.016], [-0.357, -0.604, -1.726], [-0.998, -0.050, 3.529], [0.248, -0.044, -0.181], [0.344, 0.007, -0.231], [0.312, 0.048, -0.169], [0.528, 0.316, 0.049]], "lowdin_charge": [0.2204, 0.3870, 0.0988, 0.1610, -0.0464, -0.0727, 1.5599, 0.1563, 0.1833, 0.1582, 0.1944], "spin_multiplicity": 6, "lumo_ev": [-15.36, -18.44], "charge": 3, "e_tot_ev": -43860.3649, "de_lowest_kcal_mol": 0.0}



[11]
{"formula": "C4H5CrO3", "method": "ωB97M-V/def2-TZVPD", "elements": ["O", "C", "C", "O", "Cr", "H", "H", "H", "O", "C", "C", "H", "H"], "positions_angstrom": [[0.1179, -0.3870, 1.0161], [-1.3127, -0.5884, 0.8386], [-1.8104, 0.2598, -0.3173], [-1.4836, 1.6204, -0.1899], [0.2308, 1.5882, 0.6014], [-1.4614, -1.6619, 0.6003], [-2.9104, 0.1046, -0.3569], [-1.4165, -0.1230, -1.2941], [2.1608, 1.4419, 0.3449], [2.2251, 0.2137, -0.1715], [1.2124, -0.6720, -0.0410], [3.1671, -0.0859, -0.6563], [1.2809, -1.7104, -0.3742]], "forces_ev_per_angstrom": [[2.626, 0.653, -1.423], [-0.997, -0.304, -0.152], [-0.398, -0.954, -0.023], [0.131, 0.401, 0.171], [-0.737, 0.098, 0.071], [-0.076, 0.194, 0.016], [0.267, 0.058, -0.037], [0.048, 0.241, -0.035], [0.784, -0.029, -0.065], [-0.524, -0.106, 0.617], [-0.494, -0.717, 0.909], [-0.381, 0.107, -0.122], [-0.250, 0.360, 0.074]], "lowdin_charge": [-0.3499, -0.2770, -0.4741, -0.4182, 0.9183, 0.0298, 0.0872, 0.0796, -0.3136, -0.3542, -0.1150, 0.0982, 0.0889], "spin_multiplicity": 5, "lumo_ev": [3.11, 3.01], "charge": -1, "e_tot_ev": -38789.7090}



[12]
{"formula": "C4H5CsNaO3", "method": "ωB97M-V/def2-TZVPD", "elements": ["O", "Cs", "O", "C", "C", "H", "H", "H", "O", "C", "C", "Na", "H", "H"], "positions_angstrom": [[-0.1917, 0.5793, -2.0609], [0.3469, 2.1519, 0.6926], [0.9471, 0.9503, -1.2525], [-0.3083, -0.7449, -2.2750], [-1.4564, -1.4449, -2.0499], [-2.2352, -2.0829, -2.4784], [0.6457, -1.0617, -2.7156], [-2.0282, -0.6044, -2.7020], [-2.4150, -2.4623, 1.1009], [-2.0521, -1.2560, 1.2600], [-0.7442, -0.8366, 0.9685], [-1.0504, -3.5516, -0.2564], [0.0152, -1.3650, 1.5764], [-2.7955, -0.4326, 1.3397]], "forces_ev_per_angstrom": [[-1.752, 0.013, -0.204], [-0.537, 0.740, 1.410], [0.892, -1.395, -2.221], [2.071, -0.844, -0.109], [-2.174, 3.612, -3.442], [1.664, -1.752, 0.048], [0.250, -0.789, 1.078], [-0.297, 0.036, 2.827], [-0.540, -0.219, 0.257], [1.150, 0.331, -1.310], [-0.278, -0.007, 1.537], [-0.261, 0.785, 0.141], [0.074, 0.022, -0.300], [-0.261, -0.534, 0.289]], "lowdin_charge": [-0.2666, 1.1428, -0.7371, -0.3023, -0.0631, 0.0420, 0.1170, 0.1199, -0.2117, -0.4926, -0.1227, 0.6835, -0.0027, 0.0936], "spin_multiplicity": 2, "lumo_ev": [-0.62, -0.68], "charge": 0, "e_tot_ev": -15325.7401, "de_lowest_kcal_mol": 175.5}